No. 1
Formula: C16H9NO5
Source: OMol25
Level of theory: the ωB97M-V functional and the def2-TZVPD basis

Each line ends with the Löwdin charge.
CARTESIAN COORDINATES (ANGSTROEM)
O1 -0.725 3.183 4.402  0.074
O2 1.748 -0.841 -3.821  0.063
O3 1.883 1.443 -2.469  0.067
O4 -2.014 -2.253 4.087  0.032
O5 -1.112 -2.917 2.072  0.031
C1 -0.337 2.525 3.443  -0.383
C2 -1.377 0.092 3.962  0.107
C3 0.676 -1.873 -1.966  -0.020
C4 1.264 -0.773 -2.552  -0.271
C5 -1.418 -1.203 3.450  -0.217
C6 1.024 1.681 0.190  0.069
C7 1.401 0.379 -1.792  -0.212
C8 -0.689 1.101 3.273  -0.044
C9 0.427 1.828 1.401  -0.201
C10 0.229 -1.865 -0.653  -0.007
C11 -0.874 -1.579 2.263  -0.104
C12 0.954 0.437 -0.462  -0.080
C13 -0.158 0.746 2.024  -0.085
C14 0.306 -0.690 0.141  -0.081
C15 -0.217 -0.557 1.470  0.021
N1 0.328 2.891 2.278  0.165
C16 -1.817 -3.383 3.234  -0.113
H1 1.549 -1.695 -4.229  0.118
H2 1.919 1.259 -3.451  0.140
H3 -1.791 0.235 4.955  0.135
H4 0.595 -2.820 -2.516  0.122
H5 1.498 2.542 -0.217  0.119
H6 -0.296 -2.714 -0.281  0.097
H7 0.428 3.862 1.961  0.178
H8 -1.224 -4.118 3.791  0.135
H9 -2.790 -3.872 2.975  0.147

Spin multiplicity: 1
Gap between HOMO and LUMO (eV): 7.51
Structure (SMILES): O=C1Nc2cc3c(O)c(O)ccc3c3c4c(cc1c23)OCO4
Total charge: 0
E_HOMO (eV): -7.65

No. 2
Formula: C17H10AsN5NiO2S4
Source: OMol25
Level of theory: the ωB97M-V functional and the def2-TZVPD basis

Each line ends with the Löwdin charge.
CARTESIAN COORDINATES (ANGSTROEM)
Ni1 0.456 -0.116 -0.119  -0.264
O1 -1.203 -7.741 0.026  0.084
C1 -0.136 -6.873 0.010  -0.468
O2 0.981 -7.341 0.007  0.107
C2 -0.457 -5.450 0.000  -0.131
C3 0.604 -4.520 -0.045  0.029
C4 0.358 -3.178 -0.062  0.027
C5 -0.958 -2.658 -0.029  -0.249
C6 -2.017 -3.591 0.031  -0.004
C7 -1.766 -4.938 0.042  -0.035
N1 -1.114 -1.313 -0.057  -0.009
C8 -2.286 -0.694 -0.030  -0.032
C9 -2.368 0.712 -0.042  -0.242
C10 -3.620 1.366 0.024  -0.020
C11 -3.671 2.734 0.033  -0.076
C12 -2.473 3.452 -0.012  -0.041
C13 -1.281 2.746 -0.076  -0.094
N2 -1.207 1.429 -0.102  0.101
H1 -2.027 -7.242 0.011  0.068
H2 1.612 -4.906 -0.067  0.131
H3 1.185 -2.462 -0.101  0.102
H4 -3.042 -3.250 0.070  0.098
H5 -2.630 -5.595 0.088  0.102
H6 -3.219 -1.247 0.023  0.118
H7 -4.520 0.768 0.070  0.106
H8 -4.622 3.253 0.075  0.101
H9 -2.471 4.532 0.001  0.100
H10 -0.335 3.276 -0.108  0.126
S1 3.802 -1.334 2.476  -0.302
As1 2.526 0.284 1.944  -0.610
S2 0.422 -0.207 2.137  0.104
S3 2.543 0.713 -0.189  0.082
S4 3.095 1.976 3.092  -0.310
N3 0.443 -0.247 -1.959  0.097
C14 0.044 -0.385 -3.044  -0.123
C15 -0.394 -0.493 -4.333  -0.310
C16 -1.406 0.344 -4.793  -0.279
N4 -2.244 1.025 -5.200  0.092
C17 0.154 -1.407 -5.227  -0.272
N5 0.584 -2.148 -6.000  0.098

Spin multiplicity: 1
Gap between HOMO and LUMO (eV): 3.34
Total charge: -2
E_HOMO (eV): -0.95

No. 3
Formula: C17H10Br2N2O2SY
Source: OMol25
Level of theory: the ωB97M-V functional and the def2-TZVPD basis

Each line ends with the Löwdin charge.
CARTESIAN COORDINATES (ANGSTROEM)
Y1 0.212 -0.258 -0.853  1.438
O1 0.764 -2.003 -2.122  -0.092
C1 0.161 -2.660 -1.197  -0.629
O2 -0.941 -2.189 -0.767  -0.087
C2 0.912 -3.645 -0.385  -0.181
C3 0.926 -5.012 -0.597  -0.014
C4 1.670 -5.825 0.243  -0.066
C5 2.389 -5.258 1.285  -0.065
C6 2.375 -3.888 1.491  -0.107
C7 1.637 -3.055 0.657  -0.565
S1 1.673 -1.291 0.981  0.566
H1 0.356 -5.437 -1.412  0.124
H2 1.686 -6.894 0.087  0.110
H3 2.970 -5.886 1.947  0.111
H4 2.940 -3.451 2.304  0.104
Br1 1.764 6.318 1.139  0.870
C8 1.375 4.601 0.520  -0.657
C9 2.397 3.715 0.216  -0.064
C10 2.041 2.457 -0.225  -0.095
N1 0.771 2.064 -0.384  -0.020
C11 -0.219 2.930 -0.083  -0.188
C12 0.051 4.205 0.377  -0.035
C13 -1.617 2.420 -0.238  -0.189
C14 -2.718 3.251 -0.169  -0.036
C15 -3.988 2.698 -0.300  -0.657
Br2 -5.488 3.806 -0.219  0.868
C16 -4.129 1.333 -0.491  -0.062
C17 -2.978 0.574 -0.557  -0.079
N2 -1.748 1.094 -0.444  -0.011
H5 3.435 3.988 0.329  0.121
H6 2.806 1.722 -0.449  0.122
H7 -0.742 4.887 0.642  0.111
H8 -2.611 4.316 -0.029  0.110
H9 -5.101 0.873 -0.591  0.121
H10 -3.031 -0.499 -0.707  0.122

Spin multiplicity: 1
Gap between HOMO and LUMO (eV): 6.25
Total charge: +1
E_HOMO (eV): -10.71
Energy relative to the best compared isomer or geometry (same formula, charge and spin) (kJ/mol): 0.0

No. 4
Formula: C17H10BrClIrN2O5S
Source: OMol25
Level of theory: the ωB97M-V functional and the def2-TZVPD basis

Each line ends with the Löwdin charge.
CARTESIAN COORDINATES (ANGSTROEM)
Ir1 -0.029 -0.795 -0.239  1.301
Br1 2.947 4.964 -4.425  0.740
C1 2.781 3.590 -3.131  -0.688
C2 3.919 2.904 -2.714  -0.115
C3 3.754 1.915 -1.761  -0.004
C4 2.514 1.607 -1.245  -0.217
O1 2.521 0.626 -0.239  -0.107
C5 1.336 2.276 -1.650  -0.130
C6 -0.010 2.156 -1.209  -0.068
N1 -0.637 1.190 -0.469  -0.112
C7 -1.900 1.435 0.035  -0.223
C8 -2.645 2.599 -0.111  -0.004
C9 -3.920 2.721 0.463  -0.067
C10 -4.484 1.719 1.205  -0.039
C11 -3.761 0.522 1.397  -0.147
C12 -4.236 -0.568 2.151  0.020
C13 -3.469 -1.696 2.298  -0.025
C14 -2.221 -1.752 1.679  -0.102
N2 -1.762 -0.745 0.957  -0.067
C15 -2.491 0.388 0.803  -0.155
C16 1.543 3.295 -2.624  -0.083
H1 4.892 3.133 -3.121  0.102
H2 4.607 1.359 -1.393  0.129
H3 -0.638 2.967 -1.552  0.094
H4 -2.263 3.442 -0.665  0.098
H5 -4.464 3.645 0.311  0.110
H6 -5.466 1.827 1.647  0.113
H7 -5.213 -0.500 2.613  0.125
H8 -3.813 -2.545 2.871  0.113
H9 -1.592 -2.629 1.740  0.118
H10 0.684 3.848 -2.976  0.106
O2 -1.622 -3.318 -3.147  -0.268
Cl1 -1.752 -2.478 -2.017  0.672
O3 -3.107 -2.281 -1.626  -0.298
O4 -1.127 -1.160 -2.286  -0.430
O5 -0.985 -3.015 -0.888  -0.454
S1 1.915 -1.997 0.176  0.692
C17 2.055 -0.553 -0.671  -0.731

Spin multiplicity: 6
Gap between HOMO and LUMO (spin up / spin down) (eV): 5.73 / 5.85
<S²>: 8.82
Total charge: 0
E_HOMO (spin up / spin down) (eV): -6.47 / -8.63
Energy relative to the best compared isomer or geometry (same formula, charge and spin) (kJ/mol): 15.6

No. 5
Formula: C17H10ClF6IMnNO2S5
Source: OMol25
Level of theory: the ωB97M-V functional and the def2-TZVPD basis

Each line ends with the Löwdin charge.
CARTESIAN COORDINATES (ANGSTROEM)
Mn1 0.471 -0.558 0.337  0.843
Cl1 0.762 4.731 -4.226  0.699
C1 0.622 3.189 -3.431  -0.603
C2 0.151 2.121 -4.119  -0.161
C3 -0.019 0.864 -3.484  -0.649
I1 -0.819 -0.723 -4.551  0.960
C4 0.310 0.689 -2.170  -0.421
O1 0.102 -0.438 -1.490  -0.256
C5 0.897 1.795 -1.480  -0.147
N1 1.304 1.554 -0.198  0.043
C6 1.714 2.561 0.532  -0.112
C7 1.785 3.879 0.046  -0.030
C8 1.452 4.123 -1.252  -0.005
C9 1.003 3.062 -2.071  -0.161
H1 -0.115 2.235 -5.161  0.096
H2 2.026 2.328 1.544  0.126
H3 2.110 4.675 0.703  0.112
H4 1.517 5.123 -1.663  0.098
C10 -3.316 0.506 -1.811  -0.390
S1 -4.209 1.299 -0.452  0.831
C11 -3.895 0.139 0.832  -0.995
C12 -2.728 -0.088 1.494  -1.077
S2 -1.257 0.792 1.325  0.730
S3 -2.799 -1.323 2.732  0.920
C13 -4.468 -1.735 2.590  -1.506
S4 -5.225 -2.853 3.499  0.570
S5 -5.246 -0.809 1.346  0.932
H5 -3.287 1.239 -2.618  0.039
H6 -3.838 -0.386 -2.149  0.046
H7 -2.300 0.269 -1.512  -0.002
C14 2.198 -2.819 3.374  0.031
C15 1.770 -2.374 1.992  -0.452
O2 1.120 -1.147 2.014  -0.246
C16 3.014 -2.231 1.075  -0.539
F1 3.508 -3.376 0.618  0.186
F2 3.990 -1.573 1.695  0.176
F3 2.688 -1.472 -0.024  0.101
C17 0.786 -3.415 1.408  -0.550
F4 -0.307 -3.494 2.156  0.163
F5 1.271 -4.636 1.247  0.190
F6 0.373 -2.977 0.162  0.098
H8 2.845 -2.058 3.803  0.101
H9 2.728 -3.772 3.342  0.107
H10 1.312 -2.917 3.995  0.104

Spin multiplicity: 5
Gap between HOMO and LUMO (spin up / spin down) (eV): 5.20 / 7.38
<S²>: 6.40
Total charge: 0
E_HOMO (spin up / spin down) (eV): -8.02 / -8.14
Energy relative to the best compared isomer or geometry (same formula, charge and spin) (kJ/mol): 53.9

No. 6
Formula: C17H10ClN2O2Ti
Source: OMol25
Level of theory: the ωB97M-V functional and the def2-TZVPD basis

Each line ends with the Löwdin charge.
CARTESIAN COORDINATES (ANGSTROEM)
Ti1 0.283 -1.673 -0.285  1.189
Cl1 6.094 2.307 -0.887  0.770
C1 4.839 1.204 -0.497  -0.641
C2 5.158 -0.088 -0.075  -0.027
C3 4.164 -0.992 0.260  0.031
C4 2.842 -0.603 0.152  -0.258
O1 1.860 -1.495 0.543  -0.170
C5 2.492 0.691 -0.287  -0.129
C6 1.133 1.155 -0.355  0.011
N1 0.117 0.353 -0.373  -0.018
C7 -1.246 0.754 -0.221  -0.182
C8 -1.753 1.974 -0.580  0.035
C9 -3.105 2.282 -0.329  -0.010
C10 -3.923 1.372 0.279  0.025
C11 -3.431 0.094 0.637  -0.121
C12 -4.217 -0.879 1.293  0.070
C13 -3.674 -2.093 1.630  0.007
C14 -2.350 -2.358 1.280  -0.059
N2 -1.576 -1.476 0.653  -0.028
C15 -2.091 -0.228 0.355  -0.144
C16 3.521 1.601 -0.586  -0.020
H1 6.198 -0.376 0.006  0.131
H2 4.414 -1.979 0.622  0.140
H3 0.965 2.231 -0.357  0.157
H4 -1.124 2.717 -1.055  0.130
H5 -3.484 3.253 -0.615  0.131
H6 -4.956 1.614 0.494  0.138
H7 -5.248 -0.653 1.534  0.146
H8 -4.245 -2.852 2.145  0.133
H9 -1.905 -3.319 1.512  0.137
H10 3.284 2.609 -0.898  0.131
O2 0.507 -2.741 -3.527  0.234
C17 0.456 -2.405 -2.468  0.062

Spin multiplicity: 2
Gap between HOMO and LUMO (spin up / spin down) (eV): 6.68 / 6.64
<S²>: 0.76
Total charge: +2
E_HOMO (spin up / spin down) (eV): -14.88 / -14.88